{
  "formula": "C21H41Br3F12N2NaO28S10",
  "method": "ωB97M-V with the def2-TZVPD basis set",
  "lumo_energy_ev": -1.036,
  "relative_energy_kcal_mol": 82.2,
  "e_tot_ha": -16105.25635,
  "charge": -1,
  "homo_lumo_gap_ev": 6.570,
  "max_force_ev_per_a": 7.5,
  "symbols": ["Na", "C", "F", "F", "F", "S", "O", "O", "N", "S", "O", "O", "C", "F", "F", "F", "C", "F", "F", "F", "S", "O", "O", "N", "S", "O", "O", "C", "F", "F", "F", "O", "S", "O", "O", "C", "C", "C", "H", "H", "H", "H", "H", "H", "H", "H", "O", "S", "O", "O", "C", "C", "C", "H", "H", "H", "H", "H", "H", "H", "H", "O", "S", "O", "O", "C", "C", "C", "H", "H", "H", "H", "H", "H", "H", "H", "O", "S", "O", "O", "C", "C", "C", "H", "H", "H", "H", "H", "H", "H", "H", "C", "Br", "Br", "Br", "H", "C", "C", "O", "S", "O", "O", "O", "H", "H", "H", "H", "C", "C", "O", "S", "O", "O", "O", "H", "H", "H", "H"],
  "positions_angstrom": [[-16.058, -14.211, 7.473], [-17.266, -17.906, 4.793], [-16.664, -18.287, 5.899], [-18.017, -19.036, 4.354], [-18.003, -16.807, 5.012], [-16.174, -17.237, 3.331], [-15.625, -18.426, 2.688], [-17.114, -16.537, 2.488], [-15.095, -16.048, 3.964], [-14.011, -16.057, 2.845], [-12.993, -17.162, 2.882], [-14.393, -15.728, 1.422], [-12.850, -14.550, 3.423], [-12.313, -14.827, 4.686], [-11.845, -14.372, 2.542], [-13.567, -13.412, 3.485], [-19.377, -13.754, 10.719], [-19.198, -14.585, 9.704], [-20.131, -14.306, 11.706], [-18.142, -13.388, 11.135], [-20.192, -12.135, 10.037], [-21.593, -12.677, 9.884], [-20.017, -11.199, 11.165], [-19.144, -11.889, 8.656], [-20.014, -10.925, 7.893], [-21.016, -11.663, 7.085], [-20.472, -9.777, 8.623], [-18.529, -10.191, 6.714], [-17.835, -11.095, 6.054], [-19.058, -9.395, 5.866], [-17.629, -9.490, 7.461], [-20.349, -2.817, 13.574], [-19.852, -2.964, 14.906], [-18.515, -2.488, 15.359], [-20.942, -2.339, 15.982], [-21.728, -1.227, 15.615], [-23.165, -1.553, 15.293], [-20.107, -4.722, 15.274], [-21.352, -0.737, 14.717], [-21.616, -0.579, 16.484], [-23.728, -0.767, 14.790], [-23.723, -1.938, 16.146], [-23.358, -2.314, 14.536], [-20.986, -4.763, 15.918], [-19.262, -4.919, 15.934], [-20.110, -5.340, 14.376], [-14.641, -0.386, 1.324], [-14.254, -1.739, 0.926], [-12.973, -2.001, 0.306], [-14.599, -2.814, 2.119], [-14.542, -4.218, 1.948], [-13.209, -4.604, 2.198], [-15.499, -2.205, -0.312], [-14.859, -4.602, 0.978], [-15.112, -4.686, 2.750], [-12.762, -4.066, 3.034], [-12.617, -4.432, 1.298], [-13.222, -5.641, 2.534], [-16.438, -2.341, 0.224], [-15.138, -3.101, -0.819], [-15.470, -1.369, -1.010], [-19.732, -1.514, 4.853], [-19.574, -0.671, 6.052], [-18.929, 0.633, 5.911], [-21.043, -0.455, 6.746], [-22.046, -1.415, 6.448], [-21.879, -2.773, 7.084], [-18.628, -1.658, 7.223], [-22.332, -1.502, 5.400], [-22.953, -0.930, 6.811], [-21.166, -3.369, 6.514], [-22.835, -3.293, 7.026], [-21.336, -2.682, 8.025], [-18.745, -2.727, 7.045], [-19.010, -1.423, 8.217], [-17.614, -1.262, 7.188], [-15.865, -22.224, 17.760], [-17.102, -21.591, 18.136], [-17.518, -21.258, 19.513], [-17.396, -20.317, 17.092], [-16.628, -19.959, 15.969], [-17.322, -20.604, 14.776], [-18.392, -22.744, 17.518], [-15.602, -20.285, 16.138], [-16.564, -18.881, 15.823], [-18.370, -20.326, 14.665], [-17.178, -21.656, 15.019], [-16.711, -20.423, 13.892], [-18.336, -23.025, 16.466], [-19.302, -22.244, 17.849], [-18.348, -23.600, 18.191], [-27.150, -9.779, 10.227], [-27.457, -8.954, 8.423], [-28.667, -10.665, 11.110], [-26.317, -8.557, 11.589], [-26.426, -10.554, 9.977], [-20.174, -11.205, -0.792], [-18.985, -11.974, -1.374], [-18.517, -11.287, -2.434], [-19.467, -9.973, -2.896], [-19.923, -10.071, -4.290], [-18.809, -8.743, -2.452], [-20.665, -10.447, -1.855], [-19.829, -10.586, 0.036], [-20.913, -11.833, -0.293], [-19.319, -12.941, -1.750], [-18.220, -12.203, -0.633], [-24.603, -15.046, 16.828], [-23.284, -14.362, 17.268], [-22.431, -15.460, 17.452], [-23.102, -16.964, 17.682], [-22.895, -17.540, 19.036], [-22.795, -17.778, 16.535], [-24.649, -16.291, 17.524], [-24.390, -15.224, 15.774], [-25.542, -14.516, 16.990], [-23.452, -13.799, 18.187], [-22.875, -13.719, 16.488]]
}


{
  "formula": "C21H41BrO7",
  "method": "ωB97M-V with the def2-TZVPD basis set",
  "lumo_energy_ev": 0.504,
  "e_tot_ha": -3925.43368,
  "smiles": "COCCCCCCCCOC(=O)C[C@@H](C)Br.CCOC(C)=O.CCOC(C)=O",
  "homo_lumo_gap_ev": 10.078,
  "max_force_ev_per_a": 2.4,
  "symbols": ["C", "O", "C", "C", "C", "C", "C", "C", "C", "C", "O", "C", "O", "C", "C", "C", "Br", "H", "H", "H", "H", "H", "H", "H", "H", "H", "H", "H", "H", "H", "H", "H", "H", "H", "H", "H", "H", "H", "H", "H", "H", "H", "C", "C", "O", "C", "C", "O", "H", "H", "H", "H", "H", "H", "H", "H", "C", "C", "O", "C", "C", "O", "H", "H", "H", "H", "H", "H", "H", "H"],
  "positions_angstrom": [[3.057, 1.625, 0.739], [3.304, 2.846, 0.081], [2.117, 3.611, -0.107], [1.333, 3.125, -1.338], [-0.109, 2.708, -1.030], [-0.631, 1.746, -2.114], [-0.302, 0.294, -1.786], [-1.127, -0.291, -0.647], [-2.634, -0.320, -0.970], [-3.381, 0.729, -0.181], [-4.804, 0.705, -0.361], [-5.256, 1.438, -1.402], [-4.713, 1.451, -2.510], [-6.491, 2.289, -1.160], [-7.161, 2.236, 0.202], [-8.449, 3.066, 0.163], [-7.663, 0.424, 0.725], [2.099, 1.185, 0.459], [3.832, 0.927, 0.439], [3.049, 1.783, 1.820], [2.412, 4.649, -0.198], [1.493, 3.472, 0.777], [1.355, 3.862, -2.136], [1.859, 2.248, -1.711], [-0.134, 2.209, -0.063], [-0.731, 3.600, -0.979], [-0.116, 2.017, -3.035], [-1.692, 1.895, -2.303], [0.763, 0.180, -1.604], [-0.498, -0.296, -2.680], [-0.937, 0.200, 0.307], [-0.814, -1.329, -0.535], [-3.063, -1.303, -0.798], [-2.737, -0.132, -2.036], [-3.227, 0.511, 0.874], [-2.974, 1.725, -0.348], [-7.217, 1.974, -1.905], [-6.198, 3.315, -1.363], [-6.543, 2.651, 0.989], [-9.240, 2.517, -0.336], [-8.759, 3.372, 1.154], [-8.262, 3.947, -0.451], [-0.317, -6.006, -2.661], [1.031, -5.522, -3.154], [1.086, -4.098, -3.256], [1.376, -3.298, -2.214], [1.426, -3.877, -0.818], [1.529, -2.126, -2.414], [-0.531, -5.647, -1.654], [-0.350, -7.095, -2.650], [-1.109, -5.639, -3.313], [1.854, -5.897, -2.544], [1.203, -5.880, -4.167], [0.460, -3.717, -0.341], [2.187, -3.340, -0.256], [1.670, -4.935, -0.778], [7.259, -0.593, 3.866], [6.011, -1.084, 3.164], [5.067, -1.649, 4.077], [4.176, -0.907, 4.765], [4.311, 0.599, 4.767], [3.330, -1.466, 5.400], [7.037, 0.211, 4.568], [7.983, -0.222, 3.139], [7.716, -1.404, 4.432], [5.542, -0.307, 2.559], [6.264, -1.898, 2.487], [4.855, 0.901, 5.661], [3.313, 1.029, 4.802], [4.811, 1.002, 3.890]]
}


{
  "formula": "C21H41FIN2O4S",
  "method": "ωB97M-V with the def2-TZVPD basis set",
  "lumo_energy_ev": -5.186,
  "relative_energy_kcal_mol": 277.0,
  "e_tot_ha": -2030.19216,
  "charge": 1,
  "smiles": "CCCCCCCCCCCCC[C@@H]1[C@@H](N)[N+](OCCCC)=C(I)[C@]1(O)S(=O)(=O)F",
  "homo_lumo_gap_ev": 6.814,
  "max_force_ev_per_a": 7.5,
  "symbols": ["C", "C", "C", "C", "C", "C", "C", "C", "C", "C", "C", "C", "C", "C", "C", "N", "N", "O", "C", "C", "C", "C", "C", "I", "C", "O", "S", "O", "O", "F", "H", "H", "H", "H", "H", "H", "H", "H", "H", "H", "H", "H", "H", "H", "H", "H", "H", "H", "H", "H", "H", "H", "H", "H", "H", "H", "H", "H", "H", "H", "H", "H", "H", "H", "H", "H", "H", "H", "H", "H", "H"],
  "positions_angstrom": [[2.261, 0.972, 3.603], [2.961, -0.468, 3.218], [4.445, -0.193, 2.560], [4.251, 0.077, 0.936], [5.450, 0.969, 0.260], [4.853, 2.075, -0.836], [4.661, 1.357, -2.320], [3.050, 1.171, -2.692], [2.630, -0.440, -2.847], [1.022, -0.668, -2.456], [0.843, -0.521, -0.833], [0.135, 0.894, -0.351], [-1.340, 0.500, 0.245], [-2.428, 1.726, 0.280], [-3.674, 1.017, 1.140], [-4.503, 1.887, 2.058], [-4.337, 0.189, 0.062], [-4.955, -0.909, 0.532], [-4.341, -2.153, 0.042], [-4.279, -3.333, 1.222], [-3.391, -4.654, 0.740], [-1.859, -4.287, 0.284], [-4.223, 0.690, -1.231], [-5.070, -0.175, -3.055], [-3.321, 2.078, -1.049], [-4.419, 3.065, -0.775], [-2.517, 2.841, -2.559], [-2.054, 4.280, -2.192], [-1.432, 1.971, -3.238], [-3.770, 3.054, -3.760], [2.676, 1.351, 4.639], [2.443, 1.752, 2.748], [1.094, 0.767, 3.721], [3.134, -1.063, 4.230], [2.240, -1.078, 2.514], [5.111, -1.154, 2.670], [4.949, 0.782, 3.006], [3.200, 0.623, 0.819], [4.129, -0.988, 0.437], [6.032, 1.544, 1.106], [6.168, 0.207, -0.290], [3.812, 2.468, -0.448], [5.678, 2.933, -0.893], [5.250, 1.938, -3.180], [5.205, 0.299, -2.244], [2.362, 1.720, -1.899], [2.899, 1.750, -3.716], [2.719, -0.694, -3.993], [3.254, -1.139, -2.145], [0.435, 0.157, -3.043], [0.632, -1.715, -2.873], [0.155, -1.433, -0.486], [1.887, -0.694, -0.334], [0.137, 1.735, -1.165], [0.810, 1.302, 0.544], [-1.164, 0.169, 1.377], [-1.790, -0.459, -0.291], [-2.090, 2.783, 0.717], [-3.291, 0.169, 1.885], [-3.924, 2.500, 2.674], [-5.125, 1.246, 2.605], [-5.074, -2.600, -0.786], [-3.306, -2.014, -0.494], [-5.395, -3.716, 1.392], [-3.929, -2.908, 2.265], [-3.905, -5.217, -0.179], [-3.343, -5.478, 1.602], [-1.675, -3.159, 0.612], [-1.030, -4.986, 0.736], [-1.845, -4.299, -0.898], [-4.175, 3.588, 0.066]]
}


{
  "formula": "C21H41Li5O12P",
  "method": "ωB97M-V with the def2-TZVPD basis set",
  "lumo_energy_ev": [0.137, 0.218],
  "e_tot_ha": -2107.03618,
  "homo_lumo_gap_ev": [3.492, 9.285],
  "max_force_ev_per_a": 3.2,
  "spin_multiplicity": 2,
  "symbols": ["Li", "Li", "Li", "Li", "Li", "P", "O", "O", "O", "O", "O", "C", "O", "O", "H", "C", "C", "C", "O", "C", "H", "H", "H", "H", "H", "H", "H", "H", "C", "C", "C", "O", "C", "H", "H", "H", "H", "H", "H", "H", "H", "C", "C", "C", "O", "C", "H", "H", "H", "H", "H", "H", "H", "H", "C", "C", "C", "O", "C", "H", "H", "H", "H", "H", "H", "H", "H", "C", "C", "C", "O", "C", "H", "H", "H", "H", "H", "H", "H", "H"],
  "positions_angstrom": [[-7.806, -10.417, -13.856], [-6.299, -10.612, -10.871], [-7.271, -13.704, -12.690], [-9.780, -12.613, -13.413], [-9.116, -9.341, -11.557], [-8.344, -11.679, -11.811], [-8.166, -10.800, -10.514], [-6.939, -11.797, -12.347], [-9.282, -10.907, -12.848], [-8.878, -13.089, -11.808], [-6.633, -6.731, -12.084], [-6.646, -8.097, -12.101], [-5.752, -8.735, -11.523], [-7.582, -8.689, -12.690], [-5.805, -6.662, -11.604], [-10.287, -15.840, -7.369], [-9.238, -15.439, -8.390], [-9.928, -14.407, -9.251], [-11.333, -14.771, -9.264], [-11.537, -15.837, -8.268], [-10.435, -15.095, -6.588], [-10.145, -16.849, -6.981], [-8.736, -16.253, -8.913], [-8.411, -14.970, -7.858], [-9.590, -14.681, -10.250], [-9.683, -13.346, -9.204], [-11.624, -16.843, -8.679], [-12.431, -15.829, -7.644], [-4.108, -11.964, -16.138], [-3.366, -11.234, -15.123], [-4.492, -10.895, -14.104], [-5.608, -10.642, -14.985], [-5.369, -11.160, -16.284], [-4.342, -12.967, -15.781], [-3.570, -11.910, -17.085], [-3.049, -10.299, -15.584], [-2.552, -11.771, -14.636], [-4.241, -10.038, -13.479], [-4.519, -11.736, -13.410], [-5.298, -10.343, -17.003], [-6.187, -11.826, -16.558], [-12.759, -9.980, -12.673], [-13.149, -10.405, -11.273], [-11.988, -9.980, -10.391], [-11.248, -9.026, -11.144], [-12.023, -8.739, -12.299], [-13.699, -9.894, -13.219], [-11.968, -10.594, -13.103], [-13.324, -11.481, -11.251], [-14.114, -10.044, -10.916], [-11.354, -10.820, -10.109], [-12.392, -9.542, -9.479], [-11.265, -8.468, -13.034], [-12.629, -7.860, -12.078], [-5.862, -10.975, -6.667], [-4.956, -9.969, -7.245], [-4.501, -10.749, -8.485], [-5.631, -11.438, -8.964], [-6.503, -11.653, -7.821], [-6.562, -10.434, -6.030], [-5.376, -11.643, -5.955], [-4.108, -9.626, -6.653], [-5.562, -9.122, -7.565], [-3.678, -11.390, -8.169], [-4.143, -10.066, -9.255], [-6.528, -12.735, -7.690], [-7.502, -11.236, -7.955], [-8.921, -6.790, -7.761], [-9.187, -5.415, -8.355], [-9.041, -5.582, -9.845], [-9.184, -6.978, -10.102], [-8.629, -7.721, -8.965], [-9.756, -7.244, -7.226], [-8.153, -6.640, -7.001], [-8.517, -4.630, -8.002], [-10.206, -5.165, -8.059], [-8.030, -5.280, -10.118], [-9.731, -4.957, -10.411], [-7.558, -7.875, -9.090], [-9.133, -8.679, -8.829]]
}


{
  "formula": "C21H42AlF2NO25S2",
  "method": "ωB97M-V with the def2-TZVPD basis set",
  "lumo_energy_ev": -13.014,
  "relative_energy_kcal_mol": 80.7,
  "e_tot_ha": -3998.59781,
  "charge": 2,
  "homo_lumo_gap_ev": 1.610,
  "max_force_ev_per_a": 12.6,
  "symbols": ["Al", "N", "S", "O", "O", "F", "S", "O", "O", "F", "C", "O", "C", "O", "O", "C", "H", "H", "H", "H", "H", "H", "C", "O", "C", "O", "O", "C", "H", "H", "H", "H", "H", "H", "C", "O", "C", "O", "O", "C", "H", "H", "H", "H", "H", "H", "C", "O", "C", "O", "O", "C", "H", "H", "H", "H", "H", "H", "C", "O", "C", "O", "O", "C", "H", "H", "H", "H", "H", "H", "C", "O", "C", "O", "O", "C", "H", "H", "H", "H", "H", "H", "C", "O", "C", "O", "O", "C", "H", "H", "H", "H", "H", "H"],
  "positions_angstrom": [[1.982, -2.061, -2.031], [0.598, -0.785, 0.221], [0.754, -0.279, 1.611], [0.220, -1.029, 2.701], [0.790, 1.180, 1.711], [2.336, -0.757, 1.840], [-1.006, -0.235, 0.311], [-1.279, 1.144, -0.087], [-2.056, -0.903, 1.053], [-1.331, -0.842, -1.168], [-8.073, 2.594, 4.227], [-7.395, 1.443, 3.667], [-6.993, 1.190, 2.463], [-7.282, 1.816, 1.432], [-6.129, 0.126, 2.555], [-5.357, -0.047, 1.405], [-8.936, 2.244, 4.794], [-8.219, 3.400, 3.508], [-7.339, 2.921, 4.964], [-5.842, 0.300, 0.492], [-5.084, -1.088, 1.232], [-4.405, 0.473, 1.506], [-1.392, -3.800, 0.650], [-0.782, -4.986, 1.028], [0.529, -5.205, 0.646], [1.210, -4.400, -0.087], [1.094, -6.213, 1.182], [0.547, -7.124, 2.089], [-1.600, -3.906, -0.415], [-0.734, -2.948, 0.821], [-2.345, -3.590, 1.135], [-0.396, -7.514, 1.706], [0.380, -6.655, 3.059], [1.062, -8.077, 2.209], [-0.318, 4.068, 3.074], [0.132, 5.394, 3.006], [0.862, 6.009, 4.016], [0.988, 5.703, 5.175], [1.569, 7.053, 3.461], [2.196, 8.017, 4.184], [0.545, 3.446, 3.309], [-0.831, 3.840, 2.139], [-0.989, 3.880, 3.912], [1.520, 8.361, 4.967], [2.500, 8.812, 3.503], [3.092, 7.651, 4.686], [3.200, -3.542, 3.005], [4.295, -3.922, 2.331], [4.487, -3.685, 1.040], [3.746, -3.002, 0.287], [5.687, -4.208, 0.637], [6.249, -3.707, -0.621], [3.151, -2.507, 3.345], [3.149, -4.204, 3.870], [2.304, -3.549, 2.384], [7.208, -4.225, -0.665], [6.474, -2.641, -0.658], [5.571, -3.967, -1.435], [-1.179, 1.763, -3.596], [0.128, 2.385, -3.921], [1.213, 1.746, -3.751], [1.364, 0.600, -3.375], [2.193, 2.583, -4.001], [3.541, 2.131, -4.269], [-1.092, 0.698, -3.807], [-1.881, 2.179, -4.320], [-1.473, 1.901, -2.556], [4.066, 2.946, -4.768], [3.685, 1.202, -4.820], [4.026, 2.151, -3.293], [-3.963, -2.184, -3.083], [-4.529, -2.078, -4.448], [-4.305, -0.956, -5.128], [-3.818, 0.088, -4.658], [-4.536, -1.260, -6.384], [-4.484, -0.359, -7.594], [-4.401, -1.421, -2.439], [-2.892, -1.993, -3.148], [-4.045, -3.081, -2.469], [-3.806, 0.435, -7.284], [-5.373, 0.214, -7.861], [-4.107, -0.961, -8.421], [2.432, 2.678, -0.623], [3.739, 2.522, -0.342], [4.204, 1.233, -0.313], [3.765, 0.208, -0.930], [5.394, 1.305, 0.264], [6.197, 0.134, 0.469], [1.873, 1.759, -0.450], [2.421, 2.963, -1.675], [2.097, 3.559, -0.075], [7.245, 0.398, 0.609], [6.078, -0.606, -0.323], [5.909, -0.346, 1.404]]
}